Computed, not measured: C6H15BrNO2 as an isolated structure in a non-equilibrium geometry, with the ωB97M-V functional and the def2-TZVPD basis.

The calculation puts the highest occupied orbital energy at -4.24 eV. The charge is -1. The calculation puts the LUMO energy at 3.561 eV. The value obtained for the calculated total energy is -82086.550 eV. The calculation puts the molecular weight at 213.1 g mol⁻¹. Its largest force on an atom is 12.43 eV Å⁻¹. For the frontier orbital gap, the calculation gives 7.80 eV. Its energy relative to the best compared isomer or geometry (same formula, charge and spin) is 836.59 kJ/mol.

Each line ends with the Löwdin charge.
Element x y z (Å)
Br  -16.225  -24.330  -23.278  0.795
O  -17.651  -25.491  -24.845  -0.238
O  -16.480  -22.136  -24.192  -0.244
N  -12.385  -23.182  -26.115  0.108
C  -15.621  -21.251  -26.203  -0.062
C  -14.136  -24.596  -24.777  -0.278
C  -13.174  -23.772  -25.488  -0.284
C  -15.858  -26.540  -26.191  -0.088
C  -16.596  -25.235  -25.735  -0.427
C  -15.460  -22.411  -25.190  -0.369
H  -14.800  -20.549  -26.052  0.061
H  -15.813  -24.648  -25.256  -0.077
H  -15.443  -21.705  -27.178  0.057
H  -15.323  -27.080  -25.410  0.074
H  -15.729  -23.335  -25.701  0.059
H  -16.588  -20.750  -26.227  0.066
H  -13.590  -25.115  -23.989  0.101
H  -16.550  -27.314  -26.525  0.068
H  -14.999  -24.029  -24.428  -0.182
H  -17.676  -24.739  -24.249  -0.110
H  -14.571  -25.309  -25.478  0.031
H  -15.064  -26.379  -26.921  0.074
H  -17.056  -24.773  -26.609  0.121
H  -14.501  -22.425  -24.672  0.087
H  -16.607  -22.965  -23.726  -0.346


Computed, not measured: an isolated ion of composition C6H6NO3P and charge -2 in a non-equilibrium geometry, with the ωB97M-V functional and the def2-TZVPD basis.

The calculation puts the highest occupied orbital energy at 0.66 eV. The SMILES is [H]/N=C1\C=CC=CC1=P([O-])([O-])O. The charge is -2. The calculation puts the LUMO energy at 6.518 eV. The value obtained for the calculated total energy is -23240.158 eV. The calculation puts the molecular weight at 171.1 g mol⁻¹. Its largest force on an atom is 5.07 eV Å⁻¹. For the frontier orbital gap, the calculation gives 5.86 eV. Its energy relative to the best compared isomer or geometry (same formula, charge and spin) is 0.00 kJ/mol.

Each line ends with the Löwdin charge.
Element x y z (Å)
P  0.496  2.552  2.143  0.262
O  2.025  2.565  1.459  -0.272
O  -0.144  3.901  1.939  -0.444
O  0.629  1.904  3.554  -0.473
N  1.835  -0.339  1.482  0.017
C  0.244  -1.104  -0.194  -0.182
C  -1.455  0.463  -1.085  -0.202
C  -0.197  1.318  0.935  -0.137
C  -0.996  1.501  -0.107  -0.214
C  0.820  -0.263  0.755  -0.376
C  -0.805  -0.748  -1.062  -0.254
H  -1.521  2.516  -0.275  0.095
H  2.282  -1.215  1.620  0.000
H  -2.238  0.769  -1.848  0.057
H  2.004  1.564  1.407  -0.021
H  0.650  -2.211  -0.225  0.085
H  -1.177  -1.608  -1.626  0.061


Computed, not measured: C29H57Li3O14P as an isolated structure in a non-equilibrium geometry, with the ωB97M-V functional and the def2-TZVPD basis.

The calculation puts the highest occupied orbital energy at -3.59 eV. The charge is -1. The calculation puts the LUMO energy at 2.145 eV. The value obtained for the calculated total energy is -69577.515 eV. The calculation puts the molecular weight at 681.6 g mol⁻¹. Its largest force on an atom is 2.07 eV Å⁻¹. For the frontier orbital gap, the calculation gives 5.73 eV. Its energy relative to the best compared isomer or geometry (same formula, charge and spin) is 0.00 kJ/mol.

Each line ends with the Löwdin charge.
Element x y z (Å)
P  -2.300  1.945  -3.594  -0.136
O  -0.128  -0.746  0.585  0.059
O  -0.923  2.472  -3.040  -0.515
O  -2.104  0.436  -3.958  -0.527
O  0.251  0.338  2.984  -0.196
O  -2.993  2.649  -4.717  -0.396
O  -3.219  1.931  -2.318  -0.540
O  -3.778  -1.840  -3.279  -0.212
O  3.610  -2.487  0.964  -0.148
O  -1.329  -0.409  -1.274  -0.088
O  -2.349  -4.275  0.152  -0.138
O  1.489  0.635  -2.422  -0.212
O  -0.783  1.313  0.024  -0.055
O  3.770  2.261  1.336  -0.129
O  -2.107  4.413  -0.625  -0.184
C  3.725  0.002  -1.966  -0.138
C  -4.887  -2.353  -3.972  -0.195
C  -1.917  0.767  3.829  -0.136
C  -1.951  5.391  -1.657  -0.179
C  2.290  -2.434  1.490  -0.215
C  -3.819  -2.669  1.159  -0.135
C  -3.209  -3.168  -0.168  -0.171
C  3.634  1.549  -2.050  -0.129
C  3.320  0.942  1.591  -0.213
C  -4.357  -2.803  -5.340  -0.146
C  -1.146  4.678  0.370  -0.213
C  -1.924  -4.098  1.491  -0.224
C  -1.333  2.064  3.225  -0.137
C  2.330  -3.264  2.757  -0.157
C  2.134  1.841  -2.030  -0.178
C  3.586  0.689  3.064  -0.156
C  -0.457  5.604  -1.769  -0.144
C  4.221  -3.722  1.331  -0.193
C  -0.749  -0.221  3.825  -0.176
C  -0.798  0.085  -0.262  -0.764
C  4.886  1.457  3.260  -0.166
C  -3.149  -3.553  2.221  -0.165
C  0.164  1.763  3.074  -0.181
C  -2.826  -2.693  -5.214  -0.139
C  0.084  5.277  -0.344  -0.129
C  4.609  2.689  2.406  -0.199
C  2.268  -0.471  -1.974  -0.164
C  -2.637  -2.549  -3.716  -0.225
C  3.359  -4.375  2.430  -0.146
Li  -1.703  2.529  -1.275  0.588
Li  -3.081  -0.141  -2.322  0.651
Li  -0.341  0.579  -3.086  0.638
H  -0.899  3.739  0.876  0.083
H  -4.697  -3.832  -5.520  0.100
H  -1.755  -1.990  -3.418  0.102
H  -2.746  0.409  3.217  0.104
H  -1.034  -1.193  3.419  0.111
H  1.372  -3.683  3.069  0.105
H  -1.513  5.335  1.175  0.118
H  -3.767  -4.421  2.470  0.106
H  4.317  -0.388  -2.794  0.102
H  0.726  2.080  3.960  0.119
H  5.523  3.130  1.998  0.116
H  -1.754  2.211  2.232  0.091
H  -0.034  4.892  -2.478  0.095
H  -3.586  -1.622  1.352  0.102
H  5.130  1.715  4.292  0.108
H  -2.616  -2.418  -0.689  0.094
H  -1.593  -5.068  1.868  0.114
H  5.723  0.852  2.897  0.113
H  3.916  -4.626  3.328  0.101
H  2.812  1.201  3.651  0.101
H  4.105  3.463  2.997  0.117
H  2.826  -5.227  2.013  0.104
H  0.555  2.166  2.142  0.112
H  1.585  -2.839  0.753  0.125
H  5.239  -3.534  1.676  0.111
H  -2.917  -3.047  3.159  0.097
H  4.164  2.035  -1.234  0.094
H  -4.789  -2.244  -6.169  0.106
H  4.245  -4.352  0.437  0.113
H  0.417  6.187  0.160  0.098
H  4.096  1.838  -2.994  0.104
H  2.264  0.782  1.361  0.101
H  -0.326  -0.380  4.825  0.120
H  0.042  -0.180  1.360  0.047
H  2.009  -1.399  1.658  0.083
H  1.954  -0.711  -0.952  0.105
H  -2.400  4.957  -2.552  0.125
H  -5.637  -1.562  -4.026  0.126
H  3.901  0.231  0.992  0.107
H  -4.899  -2.799  1.174  0.103
H  -2.476  -1.802  -5.729  0.114
H  -1.054  -3.423  1.525  0.106
H  -2.533  6.288  -1.408  0.121
H  2.060  -1.324  -2.616  0.129
H  4.209  -0.341  -1.052  0.084
H  -2.350  0.900  4.823  0.104
H  -1.542  2.945  3.828  0.111
H  -0.153  6.599  -2.094  0.104
H  3.567  -0.362  3.346  0.107
H  0.910  4.570  -0.358  0.096
H  1.782  2.110  -1.025  0.115
H  1.797  2.636  -2.692  0.120
H  -2.598  -3.542  -3.235  0.126
H  -2.335  -3.591  -5.588  0.106
H  2.668  -2.654  3.601  0.102
H  -3.993  -3.571  -0.810  0.114
H  -5.344  -3.176  -3.403  0.113


Computed, not measured: a 3-piece molecular cluster, C5H12O2 overall, with the ωB97M-V functional and the def2-TZVPD basis.

The calculation puts the highest occupied orbital energy at -9.59 eV. The SMILES is CCC=O.C=C.O. The calculation puts the LUMO energy at 0.520 eV. The value obtained for the calculated total energy is -9472.950 eV. The calculation puts the molecular weight at 104.1 g mol⁻¹. Its largest force on an atom is 0.58 eV Å⁻¹. For the frontier orbital gap, the calculation gives 10.11 eV. Its energy relative to the best compared isomer or geometry (same formula, charge and spin) is 210.92 kJ/mol.

Each line ends with the Löwdin charge.
Element x y z (Å)
O  -0.632  -1.272  -0.340  0.028
O  1.313  -2.405  1.111  -0.088
C  1.817  0.553  -0.462  -0.116
C  -0.568  -0.144  0.108  -0.336
C  -2.675  0.933  -0.210  -0.092
C  -1.199  1.011  -0.607  -0.223
C  2.564  -0.435  0.016  -0.072
H  -3.067  -0.049  -0.492  0.082
H  2.805  -1.311  -0.574  0.070
H  1.586  1.435  0.131  0.063
H  1.169  -1.926  1.934  0.037
H  -2.789  1.045  0.874  0.081
H  -0.196  0.050  1.134  0.135
H  0.564  -2.133  0.541  -0.010
H  -3.262  1.709  -0.702  0.076
H  -1.074  0.861  -1.684  0.121
H  -0.755  1.971  -0.323  0.111
H  1.420  0.520  -1.473  0.068
H  2.978  -0.413  1.019  0.066


Copy entry 1 word for word.
Computed, not measured: C6H15BrNO2 as an isolated structure in a non-equilibrium geometry, with the ωB97M-V functional and the def2-TZVPD basis.

The calculation puts the highest occupied orbital energy at -4.24 eV. The charge is -1. The calculation puts the LUMO energy at 3.561 eV. The value obtained for the calculated total energy is -82086.550 eV. The calculation puts the molecular weight at 213.1 g mol⁻¹. Its largest force on an atom is 12.43 eV Å⁻¹. For the frontier orbital gap, the calculation gives 7.80 eV. Its energy relative to the best compared isomer or geometry (same formula, charge and spin) is 836.59 kJ/mol.

Each line ends with the Löwdin charge.
Element x y z (Å)
Br  -16.225  -24.330  -23.278  0.795
O  -17.651  -25.491  -24.845  -0.238
O  -16.480  -22.136  -24.192  -0.244
N  -12.385  -23.182  -26.115  0.108
C  -15.621  -21.251  -26.203  -0.062
C  -14.136  -24.596  -24.777  -0.278
C  -13.174  -23.772  -25.488  -0.284
C  -15.858  -26.540  -26.191  -0.088
C  -16.596  -25.235  -25.735  -0.427
C  -15.460  -22.411  -25.190  -0.369
H  -14.800  -20.549  -26.052  0.061
H  -15.813  -24.648  -25.256  -0.077
H  -15.443  -21.705  -27.178  0.057
H  -15.323  -27.080  -25.410  0.074
H  -15.729  -23.335  -25.701  0.059
H  -16.588  -20.750  -26.227  0.066
H  -13.590  -25.115  -23.989  0.101
H  -16.550  -27.314  -26.525  0.068
H  -14.999  -24.029  -24.428  -0.182
H  -17.676  -24.739  -24.249  -0.110
H  -14.571  -25.309  -25.478  0.031
H  -15.064  -26.379  -26.921  0.074
H  -17.056  -24.773  -26.609  0.121
H  -14.501  -22.425  -24.672  0.087
H  -16.607  -22.965  -23.726  -0.346